Entry 1:
A cluster of 2 separate species, C9H10FN2O4 in total, computed with ωB97M-V with the def2-TZVPD basis set.

The HOMO energy comes out at -4.148 eV. The total charge is -1. The calculation puts the energy at -859.19455 a.u.

Each line ends with the Mulliken charge.
CARTESIAN COORDINATES (ANGSTROEM)
1 N 1.386 -4.458 0.259  -0.69
2 C 0.670 -3.180 -0.089  0.33
3 C -0.432 -2.753 1.004  -0.44
4 O -1.769 -2.510 0.471  -0.29
5 N -1.751 -1.712 -0.641  0.38
6 O -2.172 -2.404 -1.537  -0.40
7 C 1.688 -1.910 -0.207  0.14
8 O 1.242 -0.891 -0.864  -0.67
9 O 2.946 -1.890 0.339  -0.76
10 H 1.005 -4.872 1.131  0.24
11 H 1.144 -5.134 -0.494  0.27
12 H 0.247 -3.323 -1.140  0.31
13 H -0.048 -1.813 1.541  0.27
14 H -0.534 -3.558 1.825  0.31
15 F -1.720 1.260 -1.034  -0.26
16 C -1.014 2.307 -0.586  0.15
17 C -1.683 3.440 -0.146  -0.39
18 C -0.951 4.526 0.324  -0.40
19 C 0.440 4.472 0.338  -0.38
20 C 1.101 3.331 -0.111  -0.50
21 C 0.371 2.239 -0.571  -0.20
22 H -2.766 3.467 -0.172  0.39
23 H -1.465 5.414 0.678  0.34
24 H 1.011 5.321 0.701  0.35
25 H 2.185 3.291 -0.103  0.38
26 H 0.870 1.339 -0.916  0.54



Entry 2:
A cluster of 4 separate species, C5H21N2O4 in total, computed with ωB97M-V with the def2-TZVPD basis set.

The HOMO energy comes out at -12.190 eV. The total charge is +1. The calculation puts the energy relative to the best compared isomer or geometry (same formula, charge and spin) at 2.115 eV. The calculation puts the energy at -613.29875 a.u.

Each line ends with the Mulliken charge.
CARTESIAN COORDINATES (ANGSTROEM)
1 C -2.681 -0.503 -0.113  -0.62
2 O -3.114 0.597 -0.870  -0.49
3 C -1.346 0.033 0.602  0.22
4 C -0.770 1.373 0.029  -1.18
5 C 0.300 1.229 -1.095  -0.07
6 C 1.707 1.742 -0.753  -0.81
7 N 2.299 1.199 0.465  -0.47
8 N -0.264 -0.903 0.772  -0.01
9 H -2.354 -1.353 -0.778  0.32
10 H -3.307 -0.865 0.677  0.36
11 H -3.821 0.337 -1.497  0.32
12 H -1.840 0.452 1.514  0.05
13 H -0.492 1.995 0.860  0.50
14 H -1.484 2.018 -0.435  0.53
15 H 0.445 0.278 -1.584  -0.25
16 H 0.012 1.838 -1.971  0.52
17 H 1.653 2.854 -0.695  0.42
18 H 2.446 1.725 -1.560  0.41
19 H 2.692 0.269 0.296  0.13
20 H 2.991 1.712 0.994  0.22
21 H 0.710 -0.599 0.702  0.03
22 H -0.341 -1.447 1.659  0.53
23 H -0.169 -1.644 0.062  0.44
24 H 0.102 -1.117 -3.076  0.31
25 H 0.837 -2.440 -2.826  0.28
26 O 0.209 -1.824 -2.429  -0.59
27 H 2.712 -1.728 -0.735  0.29
28 H 3.264 -1.546 0.634  0.30
29 O 2.410 -1.559 0.176  -0.66
30 H -1.412 -1.257 3.886  0.34
31 H -0.780 0.041 3.621  0.32
32 O -0.615 -0.904 3.467  -0.69



Calculated values (Eh/bohr) of max |F| for the records, taken in order: 0.117; 0.086.